{
  "formula": "C5H13O3",
  "method": "ωB97M-V/def2-TZVPD",
  "species": ["C", "O", "C", "C", "C", "C", "H", "H", "H", "H", "H", "H", "H", "H", "H", "H", "H", "O", "H", "H", "O"],
  "xyz": [[-0.9383, 0.6019, -0.5310], [0.0095, 1.5570, -0.1235], [-1.5069, -0.1312, 0.6655], [-1.0098, -1.6258, 0.7690], [-0.0042, -1.6584, 1.8277], [-0.2241, -1.7586, 3.0805], [-0.2471, -0.1372, -1.2591], [-1.8269, 1.0725, -1.1942], [-1.0951, 0.4124, 1.5887], [-2.6611, -0.1720, 0.8134], [-0.5747, -1.7201, -0.2806], [-1.9719, -2.1700, 0.9306], [1.0970, -1.6123, 1.6889], [-1.0953, -1.8187, 3.6044], [0.6799, -1.8422, 3.7706], [1.3163, 3.3158, -1.5355], [0.5725, 2.0234, -0.9852], [1.4512, 2.4624, -2.0552], [3.4736, 1.0986, -3.9656], [2.0401, 1.3276, -3.0128], [2.5153, 0.7751, -3.7967]],
  "atomic_forces_ev_per_a": [[1.14, 0.57, -3.11], [-0.40, 0.71, -0.49], [-0.78, 0.15, 2.08], [-0.84, 1.81, -2.21], [2.07, -0.91, -1.90], [3.10, -0.55, 3.89], [-2.33, 1.29, 1.42], [1.82, -0.93, 1.13], [-0.78, -0.53, -1.36], [1.83, 0.51, -0.76], [-0.60, -0.95, 1.53], [1.33, -0.41, 0.02], [-0.92, 0.10, -1.15], [-2.72, -0.21, 0.94], [-1.21, 0.36, -0.85], [0.79, -1.37, -1.52], [-0.38, -1.52, 0.41], [-1.21, 1.67, 2.02], [-2.85, -0.48, 0.99], [1.73, -0.37, -1.80], [1.24, 1.06, 0.72]],
  "total_charge": -1,
  "e_above_lowest_kcal_mol": 54.0,
  "e_lumo_ev": 3.58,
  "homo_energy_ev": -4.53,
  "largest_force_ev_per_a": 5.00,
  "homo_lumo_gap_ev": 8.11,
  "multiplicity": 1,
  "molar_mass_g_mol": 121.16
}